# C31H51ClP2Sn

A structure of composition C31H51ClP2Sn (ωB97M-V/def2-TZVPD, OMol25).

Output
- HOMO energy (spin up / spin down) (eV) = -11.72 / -11.71
- charge = +2
- E_tot (eV) = -69885.911
- LUMO level (spin up / spin down) (hartree) = -0.3104 / -0.3109

The geometry in XYZ format:
```
86
Properties=species:S:1:pos:R:3:lowdin_charge:R:1
Sn 0.057 0.230 -0.465 1.18
C -2.020 1.757 0.207 -0.35
C -2.476 0.843 -0.815 -0.36
C -2.218 -0.361 1.159 -0.30
C -1.956 1.021 1.433 -0.29
C -2.596 -0.471 -0.215 -0.33
C -1.967 3.233 0.046 -0.04
H -1.608 3.541 -0.946 0.08
H -1.332 3.720 0.794 0.06
H -2.987 3.634 0.164 0.11
C -1.941 1.615 2.771 -0.06
H -1.690 2.682 2.752 0.08
H -1.206 1.127 3.417 -0.01
H -2.904 1.460 3.281 0.12
C -2.391 -1.441 2.161 -0.04
H -3.464 -1.552 2.382 0.11
H -1.891 -1.223 3.108 0.07
H -2.038 -2.417 1.794 0.07
C -3.324 -1.630 -0.770 -0.04
H -4.399 -1.461 -0.578 0.11
H -3.043 -2.561 -0.262 0.06
H -3.169 -1.767 -1.848 0.08
C -3.140 1.325 -2.037 -0.03
H -4.098 1.784 -1.700 0.12
H -3.334 0.530 -2.771 0.07
H -2.560 2.107 -2.556 0.08
C 1.369 0.664 -3.351 -0.21
C 0.386 1.498 -3.495 -0.18
C -0.242 1.766 -4.831 -0.16
C -1.124 0.615 -5.428 -0.16
C -1.247 -0.666 -4.650 -0.11
C -0.213 -1.510 -4.546 -0.11
C 1.119 -1.188 -5.174 -0.17
C 1.990 -0.063 -4.512 -0.16
H 0.537 2.007 -5.577 0.12
H -0.699 0.381 -6.418 0.11
H -0.869 2.667 -4.770 0.11
H 2.270 0.655 -5.306 0.12
H 1.766 0.343 -2.346 0.02
H -0.126 1.998 -2.629 0.07
H 2.935 -0.526 -4.192 0.10
H 1.728 -2.105 -5.183 0.11
H -0.258 -2.450 -3.981 0.09
H 0.969 -0.895 -6.227 0.11
H -2.131 1.024 -5.595 0.11
H -2.207 -0.828 -4.151 0.09
P 1.635 2.077 0.688 0.67
C 1.211 2.876 2.256 -0.28
H 2.106 3.470 2.505 0.07
H 1.082 2.145 3.073 -0.06
H 0.288 3.477 2.174 0.06
C 3.312 1.404 0.911 -0.24
H 3.854 2.273 1.341 0.06
H 3.710 1.108 -0.081 0.06
H 3.279 0.547 1.612 0.05
C 1.780 3.536 -0.398 -0.22
H 2.235 3.225 -1.358 0.06
H 2.435 4.200 0.213 0.07
H 0.774 3.979 -0.545 0.05
P 0.824 -2.321 -0.188 0.70
C -0.451 -3.544 -0.654 -0.22
H 0.160 -4.381 -1.042 0.07
H -1.165 -3.151 -1.392 0.03
H -0.963 -3.838 0.291 0.06
C 2.479 -2.482 -0.960 -0.23
H 2.368 -2.578 -2.053 0.06
H 2.897 -3.379 -0.455 0.06
H 3.092 -1.597 -0.694 0.05
C 1.226 -3.086 1.427 -0.30
H 1.446 -4.141 1.165 0.08
H 0.332 -3.053 2.086 0.05
H 2.108 -2.542 1.818 0.06
Cl 0.296 1.800 5.065 0.88
C 0.928 0.206 5.240 -0.50
C 1.146 -0.222 6.536 -0.06
C 1.583 -1.548 6.762 0.03
C 1.762 -2.446 5.701 -0.01
C 1.535 -2.013 4.401 0.02
C 1.041 -0.694 4.109 -0.23
C 0.504 -0.372 2.910 0.09
H 0.973 0.507 7.326 0.12
H 1.775 -1.820 7.791 0.13
H 2.092 -3.480 5.870 0.13
H 1.612 -2.723 3.595 0.07
H 0.047 -1.149 2.286 0.03
H 0.399 0.618 2.526 -0.01
```

***

# C33H40IrN6O3SSbSe4Si

A structure of composition C33H40IrN6O3SSbSe4Si (ωB97M-V/def2-TZVPD, OMol25).

Output
- HOMO energy (spin up / spin down) (eV) = -4.51 / -3.98
- charge = -1
- ΔE to the lowest compared entry with this formula, charge and spin (kcal per mole) = 107.8
- E_tot (eV) = -339430.380
- spin multiplicity = 2
- LUMO level (spin up / spin down) (hartree) = -0.0075 / -0.0088

The geometry in XYZ format:
```
90
Properties=species:S:1:pos:R:3:mulliken_spin:R:1
Ir 1.750 0.293 -0.498 -0.04
N 3.615 0.123 -2.576 0.02
C 4.221 -1.196 -2.434 0.00
C 3.398 -2.107 -1.488 0.00
O 3.516 -3.317 -1.587 0.00
O 2.664 -1.538 -0.618 0.01
H 3.011 0.163 -3.390 0.00
H 4.332 0.832 -2.703 -0.01
H 5.210 -1.093 -1.976 -0.01
H 4.339 -1.729 -3.385 0.00
C 1.573 -0.022 1.612 0.06
Si -0.024 -0.755 2.316 0.00
C -0.564 -2.298 1.306 0.00
N -0.416 -2.135 -0.136 -0.01
C 0.262 -3.257 -0.760 0.00
C -0.536 -4.565 -0.681 0.00
C -2.021 -4.310 -0.983 0.00
C -2.208 -2.969 -1.688 0.00
C -1.654 -1.811 -0.839 0.00
C -1.385 0.536 2.664 0.00
C -2.736 0.205 2.629 0.00
C -3.716 1.116 2.983 0.00
C -3.361 2.389 3.393 0.00
C -2.022 2.737 3.448 0.00
C -1.050 1.821 3.088 0.00
C 0.320 -1.362 4.088 0.00
C 1.201 -0.674 4.916 0.00
C 1.389 -1.047 6.234 0.00
C 0.691 -2.122 6.756 0.00
C -0.181 -2.828 5.944 0.00
C -0.362 -2.446 4.628 0.00
H 2.385 -0.713 1.864 0.00
H 1.774 0.915 2.146 -0.03
H -1.582 -2.614 1.563 0.00
H 0.097 -3.102 1.630 0.00
H 1.241 -3.377 -0.298 0.00
H 0.420 -3.004 -1.809 0.00
H -0.426 -5.008 0.310 0.00
H -0.104 -5.267 -1.396 0.00
H -2.603 -4.301 -0.056 0.00
H -2.414 -5.107 -1.615 0.00
H -3.267 -2.786 -1.884 0.00
H -1.695 -2.997 -2.652 0.00
H -2.401 -1.494 -0.105 0.00
H -1.478 -0.958 -1.505 0.00
H -3.028 -0.790 2.322 0.00
H -4.760 0.836 2.940 0.00
H -4.122 3.105 3.674 0.00
H -1.738 3.724 3.782 0.00
H -0.012 2.114 3.140 0.00
H 1.750 0.167 4.522 0.00
H 2.075 -0.493 6.859 0.00
H 0.825 -2.411 7.789 0.00
H -0.728 -3.672 6.340 0.00
H -1.049 -3.001 4.006 0.00
Se 7.094 3.913 -1.004 0.50
Sb 5.119 3.792 0.534 -0.16
Se 3.664 1.439 0.107 0.23
Se 6.088 4.273 2.813 0.46
Se 3.741 5.804 -0.035 -0.03
N -1.757 -1.772 -6.629 0.00
C -1.933 -0.645 -5.858 0.00
S -3.271 0.320 -6.211 0.00
C -1.055 -0.370 -4.783 0.00
C -0.058 -1.275 -4.334 0.00
C 0.745 -0.949 -3.276 -0.01
N 0.678 0.208 -2.592 0.00
C -0.227 1.102 -3.052 0.00
C -1.084 0.863 -4.086 0.00
H -2.321 -1.791 -7.465 0.00
H -0.820 -2.126 -6.737 0.00
H 0.065 -2.247 -4.788 0.00
H 1.501 -1.653 -2.956 0.00
H -0.254 2.070 -2.573 0.00
H -1.782 1.630 -4.383 0.00
N -1.589 6.497 -0.182 0.00
C -2.134 5.258 -0.247 0.00
O -3.338 5.079 -0.220 0.00
C -1.158 4.144 -0.336 0.00
C 0.192 4.295 -0.673 -0.01
C 1.013 3.195 -0.650 0.00
N 0.601 1.953 -0.329 0.02
C -0.714 1.796 -0.074 -0.01
C -1.600 2.843 -0.065 0.00
H -2.205 7.280 -0.054 0.00
H -0.600 6.652 -0.105 0.00
H 0.625 5.241 -0.966 0.00
H 2.057 3.317 -0.906 0.00
H -1.051 0.791 0.130 0.00
H -2.643 2.676 0.154 0.00
```

***

# C4H11FN3

The ion C4H11FN3 with charge +1 (ωB97M-V/def2-TZVPD, OMol25).

Output
- HOMO energy (eV) = -14.98
- charge = +1
- SMILES = NC(N)=[NH+]CCCF
- ΔE to the lowest compared entry with this formula, charge and spin (kcal per mole) = 10.6
- E_tot (eV) = -11507.780
- LUMO level (hartree) = -0.1471

The geometry in XYZ format:
```
19
Properties=species:S:1:pos:R:3:lowdin_charge:R:1
N 2.265 -1.201 0.532 0.15
C 1.613 -0.097 -0.028 -0.41
N 1.987 0.246 -1.267 0.23
N 0.710 0.595 0.629 0.11
C -0.487 1.229 0.045 -0.14
C -1.722 0.451 0.506 -0.14
C -1.943 -0.803 -0.319 -0.17
F -0.960 -1.753 0.014 -0.07
H 2.605 -1.020 1.472 0.12
H 1.591 -1.965 0.596 0.11
H 1.576 1.120 -1.577 0.12
H 1.884 -0.448 -2.000 0.15
H 0.830 0.697 1.629 0.18
H -0.404 1.253 -1.041 0.12
H -0.543 2.269 0.374 0.13
H -1.616 0.179 1.558 0.13
H -2.596 1.097 0.379 0.13
H -2.919 -1.243 -0.109 0.13
H -1.870 -0.606 -1.392 0.12
```

***

# C5H15N3O

A cluster of 2 separate species, C5H15N3O in total (ωB97M-V/def2-TZVPD, OMol25).

Output
- HOMO energy (eV) = -7.80
- SMILES = C=C(O)N(C)C.CNN
- ΔE to the lowest compared entry with this formula, charge and spin (kcal per mole) = 66.2
- E_tot (eV) = -11943.879
- LUMO level (hartree) = 0.0296

The geometry in XYZ format:
```
24
Properties=species:S:1:pos:R:3:lowdin_charge:R:1
C -1.275 2.099 -0.376 0.03
C -0.623 1.482 0.615 -0.47
O -1.297 1.208 1.784 0.03
N 0.678 1.002 0.562 -0.19
C 1.353 0.555 1.786 -0.06
C 1.600 1.334 -0.526 -0.06
H -0.812 2.297 -1.336 0.04
H -2.308 2.412 -0.280 0.05
H -2.240 1.381 1.633 0.11
H 0.688 -0.029 2.431 0.08
H 1.725 1.418 2.349 0.09
H 2.203 -0.095 1.551 0.08
H 1.124 1.235 -1.507 0.08
H 1.974 2.356 -0.410 0.09
H 2.460 0.654 -0.535 0.08
C -0.774 -2.561 -0.010 -0.16
N -1.076 -1.498 -0.965 -0.19
N -0.401 -1.731 -2.217 -0.04
H -1.320 -2.376 0.921 0.07
H -1.091 -3.537 -0.390 0.07
H 0.294 -2.594 0.228 0.06
H -0.769 -0.609 -0.545 0.06
H -0.724 -2.594 -2.660 0.06
H 0.611 -1.809 -2.104 0.05
```

***

> What is the formula in the first record?

C31H51ClP2Sn

***

> Among the records above, which one has the highest E_tot?

C4H11FN3

***

> Number 4 is which compound?

C5H15N3O

***

> Which formula does entry 1 have?

C31H51ClP2Sn